# 1
This record from the Open Molecules 2025 dataset describes a structure of composition C47H56N12OS2V. The level of theory is ωB97M-V/def2-TZVPD.

ORCA input file:
```
! RIJCOSX wB97M-V def2-TZVPD def2/J DEFGRID3
* xyz 0 4
V -0.0433 -0.0932 -0.3184
C 3.4335 -1.3515 2.0471
C 2.2424 -1.2245 1.1594
N 1.3182 -0.3409 1.2782
N 1.3252 0.5656 2.3018
C 1.0353 0.1093 3.5009
N 0.9033 1.0992 4.4521
S 0.7044 -1.5056 3.9684
C 2.0634 -2.1611 0.0317
C 2.9491 -3.2063 -0.2062
C 2.6790 -4.1022 -1.2264
C 1.5302 -3.9380 -1.9827
C 0.7126 -2.8570 -1.7060
N 0.9719 -1.9765 -0.7388
H 3.4716 -0.4993 2.7195
H 4.3507 -1.3886 1.4536
H 3.3572 -2.2538 2.6549
H 1.3079 1.9932 4.2222
H 0.9786 0.7867 5.4038
H 3.8239 -3.3271 0.4149
H 3.3508 -4.9291 -1.4164
H 1.2623 -4.6267 -2.7715
H -0.1944 -2.6933 -2.2710
C 4.9984 4.4517 0.3825
C 4.3106 4.5657 -0.9868
C 5.3620 4.4457 -2.0972
C 3.6490 5.9403 -1.0968
C 3.2966 3.4337 -1.0927
C 3.7208 2.1073 -1.2225
C 2.7903 1.0954 -1.2097
N 1.4760 1.3100 -1.1144
C 1.0399 2.5761 -1.0574
C 1.9315 3.6460 -1.0055
C -0.4321 2.7711 -1.0296
C -0.9563 3.9345 -1.5091
C -2.3878 4.1309 -1.4366
C -3.1477 3.1338 -0.9606
C -2.5849 1.7809 -0.5794
N -1.1317 1.7111 -0.5691
C -3.0196 5.4349 -1.9336
C -3.5632 5.1923 -3.3492
C -1.9999 6.5765 -1.9951
C -4.1672 5.8837 -1.0220
H 5.7333 5.2504 0.5019
H 5.5131 3.4949 0.4840
H 4.2685 4.5297 1.1897
H 6.0608 5.2815 -2.0325
H 4.8950 4.4679 -3.0833
H 5.9438 3.5281 -2.0147
H 4.4171 6.7147 -1.0830
H 2.9747 6.1353 -0.2619
H 3.0857 6.0379 -2.0267
H 4.7689 1.8546 -1.2979
H 3.1008 0.0583 -1.2694
H 1.5282 4.6376 -0.8796
H -0.3074 4.6959 -1.9052
H -4.2191 3.2489 -0.8571
H -2.9510 1.5224 0.4244
H -2.7687 4.8445 -4.0126
H -3.9790 6.1142 -3.7637
H -4.3458 4.4323 -3.3359
H -1.2195 6.3845 -2.7323
H -1.5264 6.7400 -1.0250
H -2.5055 7.4990 -2.2870
H -4.9763 5.1550 -0.9916
H -4.5861 6.8230 -1.3899
H -3.8129 6.0404 -0.0018
C -5.2617 0.5159 0.1233
C -4.7359 0.5275 -1.3091
C -3.2432 0.7240 -1.4714
N -2.7110 0.0123 -2.3833
H -6.3227 0.2641 0.1232
H -5.1537 1.4840 0.6135
H -4.7421 -0.2259 0.7300
H -5.2268 1.3290 -1.8715
H -4.9887 -0.4022 -1.8196
C 1.8673 -2.0756 -6.0953
C 0.5311 -2.0924 -5.4159
C -0.3826 -3.1269 -5.6245
C -1.5682 -3.0636 -4.9238
N -1.8536 -2.0767 -4.0709
C -0.9283 -1.1390 -3.9603
S -1.0893 0.2123 -2.8293
N 0.2479 -1.0944 -4.5904
H 1.7703 -2.3237 -7.1522
H 2.5258 -2.8190 -5.6408
H 2.3244 -1.0954 -5.9886
H -0.1711 -3.9377 -6.3075
H -2.3260 -3.8322 -5.0314
C 0.1240 -4.3989 6.1379
C -1.0942 -4.5630 5.2727
C -2.3770 -4.4892 5.8019
C -3.4969 -4.5998 4.9915
C -3.3548 -4.8176 3.6282
N -4.5357 -4.9456 2.8481
C -4.7299 -4.7366 1.5077
O -5.5992 -5.3232 0.8906
N -3.9047 -3.8338 0.8572
C -3.2731 -2.6758 1.3435
C -3.5997 -2.0384 2.5356
C -2.9205 -0.8849 2.8810
C -1.9462 -0.3861 2.0365
N -1.6460 -0.9852 0.8804
C -2.2848 -2.1076 0.5538
C -2.0789 -4.9214 3.0874
C -0.9698 -4.7769 3.9033
H -0.1521 -4.2923 7.1867
H 0.6835 -3.5111 5.8376
H 0.7881 -5.2606 6.0480
H -2.5069 -4.3227 6.8645
H -4.4901 -4.5120 5.4166
H -5.2531 -5.5468 3.2242
H -4.0874 -3.8467 -0.1355
H -4.3754 -2.4336 3.1766
H -3.1361 -0.3752 3.8089
H -1.3833 0.5091 2.2733
H -2.0162 -2.5683 -0.3914
H -1.9512 -5.1048 2.0289
H 0.0181 -4.8227 3.4616
*
```

orbital gap (alpha / beta) = 5.9 / 6.0 eV
molar mass = 920.13 g mol⁻¹
lowest unoccupied orbital energy (alpha / beta) = -0.1 / -0.3 eV
energy relative to the best compared isomer or geometry (same formula, charge and spin) = 48.4 kcal/mol
<S²> = 3.7644
energy = -4297.39787 hartree
HOMO energy (alpha / beta) = -6.017 / -6.300 eV

Atom charges from the Mulliken analysis, given in e for atoms 1 to 8:
1 V -0.40
2 C -2.67
3 C 0.85
4 N 1.53
5 N -1.78
6 C 0.10
7 N -0.49
8 S -0.23

---

# 2
This record from the Open Molecules 2025 dataset describes a structure of composition C47H57Br2N6O5PtSi. The level of theory is ωB97M-V/def2-TZVPD.

ORCA input file:
```
! RIJCOSX wB97M-V def2-TZVPD def2/J DEFGRID3
* xyz 1 1
Pt -1.0632 0.5953 -1.4918
C 1.5039 4.1028 -2.2218
C 2.3502 2.8921 -1.9363
C 3.6781 3.0850 -1.5629
C 4.5553 2.0202 -1.4678
C 4.1131 0.7387 -1.7543
C 2.7895 0.4991 -2.0995
C 2.3499 -0.8820 -2.4901
C 1.9011 1.5812 -2.1552
N 0.5477 1.3595 -2.5565
C 0.1990 1.8299 -3.7854
O 0.9318 2.3325 -4.6104
C -1.2791 1.7206 -4.0618
C -1.9139 2.0961 -5.2272
C -3.2807 1.8735 -5.3360
C -3.9931 1.2882 -4.2920
C -3.3104 0.9464 -3.1453
N -2.0044 1.1949 -3.0834
C -3.9020 0.2659 -1.9308
O -5.0850 -0.0026 -1.9090
N -2.9825 0.0252 -0.9578
C -3.3616 -0.8648 0.0977
C -3.6199 -2.2129 -0.1879
C -3.6741 -2.7509 -1.5893
C -3.9351 -3.0616 0.8692
C -4.0450 -2.5860 2.1638
C -3.8488 -1.2391 2.4177
C -3.5014 -0.3644 1.3958
C -3.3257 1.0981 1.6935
H 1.7629 4.9261 -1.5551
H 0.4345 3.9130 -2.1426
H 1.6854 4.4272 -3.2480
H 4.0323 4.0946 -1.3910
H 5.5900 2.1915 -1.2002
H 4.8093 -0.0915 -1.7333
H 3.2020 -1.5601 -2.5185
H 1.8929 -0.8675 -3.4814
H 1.6138 -1.2880 -1.7942
H -1.3198 2.5267 -6.0209
H -3.7965 2.1463 -6.2468
H -5.0527 1.0804 -4.3432
H -2.9434 -2.2815 -2.2415
H -4.6640 -2.5648 -2.0107
H -3.5032 -3.8271 -1.5940
H -4.1265 -4.1069 0.6591
H -4.3088 -3.2591 2.9694
H -3.9741 -0.8524 3.4218
H -3.6204 1.3131 2.7199
H -3.9428 1.7073 1.0308
H -2.2851 1.4133 1.5738
Br -0.0250 -6.4090 -0.9905
C 0.0216 -5.2380 -2.4710
C 0.4195 -5.7059 -3.7172
N 0.4619 -4.9280 -4.7927
C 0.1070 -3.6544 -4.6596
C -0.2974 -3.1035 -3.4497
C -0.3458 -3.9170 -2.3244
C -0.6479 -1.6516 -3.3870
O -0.7521 -0.9552 -4.3723
O -0.8158 -1.2603 -2.1393
H 0.7097 -6.7419 -3.8463
H 0.1476 -3.0323 -5.5452
H -0.6702 -3.5271 -1.3693
N -0.9705 6.5756 2.3058
C -1.7001 6.2942 1.2019
O -2.4590 7.0720 0.6708
C -1.5114 4.9154 0.6067
C -0.3597 4.1565 0.7504
C -0.2728 2.9372 0.1109
N -1.2828 2.4497 -0.6193
C -2.4006 3.1760 -0.7618
C -2.5401 4.4157 -0.1794
H -1.1118 7.4739 2.7388
H -0.4875 5.8667 2.8263
H 0.4972 4.5073 1.3096
H 0.6259 2.3409 0.1563
H -3.1996 2.7428 -1.3436
H -3.4373 4.9992 -0.3291
C 3.1368 1.2105 1.5053
C 2.5428 0.5926 2.7763
C 3.7112 0.2328 3.7192
C 1.6840 1.6665 3.4580
Si 1.5518 -0.9969 2.4452
Br -0.0407 -0.3739 0.6729
C 0.2662 -1.4753 3.7698
C -0.4509 -2.7835 3.4016
C -0.8249 -0.4224 4.0118
C 1.0289 -1.6765 5.0966
C 2.4975 -2.4401 1.6404
C 3.6525 -1.9439 0.7612
C 3.0949 -3.3004 2.7740
C 1.6138 -3.3308 0.7531
H 3.6218 2.1545 1.7715
H 2.3867 1.4261 0.7418
H 3.8904 0.5828 1.0420
H 4.2624 1.1481 3.9530
H 4.4164 -0.4588 3.2576
H 3.3798 -0.1970 4.6648
H 2.2804 2.5799 3.5453
H 1.3814 1.3826 4.4649
H 0.7849 1.9025 2.8814
H -1.0040 -2.6977 2.4639
H -1.1798 -3.0074 4.1858
H 0.2250 -3.6348 3.3365
H -1.4210 -0.2453 3.1198
H -0.4370 0.5269 4.3705
H -1.4993 -0.8101 4.7813
H 1.8471 -2.3937 5.0234
H 0.3250 -2.0622 5.8393
H 1.4259 -0.7385 5.4866
H 4.4348 -1.4456 1.3338
H 3.3085 -1.2674 -0.0211
H 4.1094 -2.8102 0.2738
H 3.7219 -2.7236 3.4577
H 3.7301 -4.0671 2.3222
H 2.3325 -3.8150 3.3577
H 1.2994 -2.8035 -0.1477
H 0.7249 -3.7093 1.2530
H 2.2058 -4.1950 0.4378
*
```

orbital gap = 6.7 eV
molar mass = 1168.98 g mol⁻¹
lowest unoccupied orbital energy = -4.3 eV
energy relative to the best compared isomer or geometry (same formula, charge and spin) = 0.0 kcal/mol
energy = -8086.72282 hartree
HOMO energy = -10.982 eV

Atom charges from the Mulliken analysis, given in e for atoms 1 to 8:
1 Pt 0.34
2 C -1.91
3 C 1.35
4 C -1.07
5 C -1.19
6 C -0.48
7 C 0.77
8 C -0.70